C20H27N5OS in the gas phase, computed with the ωB97M-V functional and the def2-TZVPD basis.

Properties
- LUMO energy (eV) = -0.5
- structure (SMILES) = CCOCCCNC(=S)NCCCNc1nc2ccc(C)cc2cc1C#N
- relative energy (zero: lowest compared OMol25 entry of this formula, charge and spin) (eV) = 0.000
- calculated total energy (Ha) = -1525.56559
- gap between HOMO and LUMO (eV) = 7.392
- highest occupied orbital energy (hartree) = -0.288

Geometry (Å):
1 C 1.176 3.408 -0.001
2 C 0.636 2.157 0.687
3 O -0.525 1.636 0.076
4 C -1.714 2.321 0.412
5 C -2.879 1.728 -0.374
6 H -3.781 2.287 -0.119
7 H -2.680 1.847 -1.440
8 C -3.093 0.235 -0.091
9 N -3.345 -0.060 1.295
10 C -2.452 -0.431 2.242
11 N -1.163 -0.580 1.903
12 H -0.865 -0.369 0.960
13 C -0.181 -1.133 2.797
14 C -0.082 -2.658 2.674
15 H -1.038 -3.097 2.963
16 H 0.681 -3.015 3.368
17 C 0.258 -3.107 1.250
18 N 1.486 -2.513 0.783
19 C 1.549 -1.566 -0.176
20 N 0.475 -1.289 -0.882
21 C 0.544 -0.376 -1.870
22 C -0.594 -0.135 -2.664
23 C -0.566 0.817 -3.642
24 C 0.590 1.581 -3.901
25 C 1.720 1.333 -3.166
26 C 1.729 0.356 -2.154
27 C 2.874 0.061 -1.391
28 C 2.809 -0.903 -0.414
29 C 3.922 -1.230 0.380
30 N 4.805 -1.512 1.058
31 H 3.800 0.590 -1.574
32 H 2.631 1.886 -3.356
33 C 0.557 2.628 -4.972
34 H -0.194 3.382 -4.740
35 H 1.522 3.117 -5.071
36 H 0.293 2.181 -5.930
37 H -1.447 0.997 -4.243
38 H -1.478 -0.728 -2.491
39 H 2.315 -2.676 1.335
40 H -0.525 -2.808 0.553
41 H 0.356 -4.198 1.226
42 H 0.784 -0.669 2.579
43 H -0.476 -0.880 3.820
44 S -3.012 -0.687 3.785
45 H -4.267 0.135 1.656
46 H -3.955 -0.111 -0.671
47 H -2.215 -0.320 -0.423
48 H -1.627 3.389 0.169
49 H -1.898 2.233 1.494
50 H 1.379 1.358 0.618
51 H 0.441 2.359 1.750
52 H 0.501 4.251 0.127
53 H 2.139 3.670 0.427
54 H 1.297 3.215 -1.064

C20H27NO5 in the gas phase, computed with the ωB97M-V functional and the def2-TZVPD basis.

Properties
- LUMO energy (eV) = -0.1
- structure (SMILES) = COc1ccc(/C=C/C(=O)OCC(=O)NC2CCCCCC2)cc1OC
- relative energy (zero: lowest compared OMol25 entry of this formula, charge and spin) (eV) = 2.187
- calculated total energy (Ha) = -1209.25334
- gap between HOMO and LUMO (eV) = 8.167
- highest occupied orbital energy (hartree) = -0.304

Geometry (Å):
1 C -8.022 -0.710 -1.313
2 H -7.643 -0.838 -2.332
3 O -7.184 0.123 -0.549
4 C -5.891 -0.260 -0.324
5 C -5.356 -1.447 -0.817
6 C -4.047 -1.809 -0.573
7 C -3.210 -0.987 0.183
8 C -3.746 0.203 0.675
9 C -5.059 0.585 0.441
10 O -5.389 1.778 1.007
11 C -6.677 2.337 0.875
12 H -6.928 2.538 -0.169
13 H -7.444 1.698 1.316
14 H -6.631 3.278 1.423
15 H -3.147 0.878 1.264
16 C -1.847 -1.402 0.423
17 C -0.919 -0.747 1.137
18 C 0.439 -1.243 1.339
19 O 1.281 -0.651 1.988
20 O 0.672 -2.422 0.742
21 C 1.938 -3.042 0.941
22 H 2.271 -2.881 1.972
23 H 1.778 -4.105 0.751
24 C 3.016 -2.523 -0.032
25 O 3.485 -3.226 -0.901
26 N 3.371 -1.256 0.210
27 H 2.907 -0.755 0.962
28 C 4.324 -0.512 -0.592
29 C 3.609 0.656 -1.286
30 H 4.159 0.926 -2.189
31 C 3.421 1.908 -0.427
32 C 4.603 2.872 -0.525
33 C 5.863 2.406 0.199
34 C 6.368 1.028 -0.226
35 H 6.439 0.971 -1.313
36 C 5.501 -0.113 0.308
37 H 6.116 -1.003 0.456
38 H 5.111 0.173 1.288
39 H 7.378 0.905 0.173
40 H 5.675 2.393 1.276
41 H 6.651 3.142 0.016
42 H 4.834 3.035 -1.580
43 H 4.307 3.836 -0.104
44 H 3.244 1.634 0.614
45 H 2.530 2.434 -0.778
46 H 2.633 0.283 -1.607
47 H 4.671 -1.210 -1.363
48 H -1.113 0.199 1.619
49 H -1.564 -2.345 -0.027
50 H -3.672 -2.738 -0.973
51 H -5.972 -2.108 -1.404
52 H -8.982 -0.197 -1.349
53 H -8.154 -1.690 -0.844

A molecular structure, C20H28AsF6N5O7RbS2, computed with the ωB97M-V functional and the def2-TZVPD basis.

Properties
- LUMO energy (spin up / spin down) (eV) = 3.9 / 3.9
- 2S+1 = 2
- relative energy (zero: lowest compared OMol25 entry of this formula, charge and spin) (eV) = 0.296
- calculated total energy (Ha) = -5235.08484
- net charge = -2
- gap between HOMO and LUMO (spin up / spin down) (eV) = 7.265 / 7.642
- highest occupied orbital energy (spin up / spin down) (hartree) = -0.122 / -0.136

Geometry (Å):
1 Rb 1.146 0.235 0.416
2 C -1.991 2.631 -2.035
3 C -0.826 3.317 -1.321
4 N -0.540 2.730 -0.030
5 C -1.443 3.068 1.043
6 C -2.692 2.211 1.066
7 C -3.912 2.748 1.470
8 C -5.034 1.940 1.459
9 C -4.916 0.630 1.021
10 C -3.658 0.174 0.643
11 C -3.429 -1.249 0.157
12 N -2.356 -1.419 -0.799
13 C -2.647 -1.066 -2.177
14 C -2.919 0.408 -2.493
15 N -1.771 1.216 -2.180
16 N -2.576 0.942 0.693
17 H -2.158 3.156 -2.994
18 H -2.905 2.769 -1.447
19 H -1.070 4.393 -1.240
20 H 0.068 3.226 -1.939
21 H 0.424 2.858 0.232
22 H -1.757 4.126 1.002
23 H -0.951 2.908 2.004
24 H -3.970 3.784 1.781
25 H -5.997 2.331 1.769
26 H -5.777 -0.025 0.966
27 H -4.357 -1.644 -0.270
28 H -3.198 -1.860 1.036
29 H -1.558 -0.896 -0.458
30 H -3.510 -1.659 -2.502
31 H -1.795 -1.391 -2.783
32 H -3.758 0.765 -1.886
33 H -3.245 0.482 -3.549
34 H -0.963 1.009 -2.754
35 N 2.179 -2.669 0.960
36 C 1.353 -3.576 0.402
37 O 0.274 -3.898 0.868
38 C 1.886 -4.226 -0.892
39 C 2.199 -3.255 -1.969
40 H 1.970 -2.182 1.835
41 H 3.022 -2.385 0.487
42 H 1.112 -4.930 -1.193
43 H 2.782 -4.789 -0.607
44 H 1.416 -2.901 -2.623
45 H 3.118 -2.686 -1.960
46 O 2.402 -1.024 3.239
47 S 3.388 -0.009 2.910
48 O 4.737 -0.349 3.327
49 O 3.306 0.439 1.515
50 C 2.988 1.479 3.856
51 C 4.106 2.225 4.226
52 C 3.979 3.427 4.901
53 C 2.717 3.903 5.216
54 C 1.600 3.167 4.858
55 C 1.711 1.952 4.182
56 S 0.134 1.100 3.896
57 O -0.857 2.167 4.035
58 O 0.058 0.097 4.933
59 O 0.204 0.589 2.526
60 H 5.079 1.827 3.977
61 H 4.865 3.988 5.178
62 H 2.598 4.843 5.743
63 H 0.604 3.514 5.095
64 F 0.994 -0.373 -2.035
65 As 2.234 0.636 -2.760
66 F 2.353 -0.500 -4.065
67 F 0.965 1.488 -3.611
68 F 3.421 1.647 -3.512
69 F 2.083 1.793 -1.459
70 F 3.462 -0.212 -1.886